Entry 1:
# C2H7N3S

A single C2H7N3S molecule at a distorted geometry (ωB97M-V/def2-TZVPD, OMol25).

Properties
SMILES = CN/N=C/NS
gap between HOMO and LUMO = 0.3437 Eh
HOMO level = -8.477 eV
energy relative to the best compared isomer or geometry (same formula, charge and spin) = 403.7 kJ/mol
largest force on an atom = 4.49 eV/A

```
! RIJCOSX wB97M-V def2-TZVPD def2/J DEFGRID3
* xyz 0 1
C -1.99 -0.90 -0.17
N -1.33 0.39 0.10
N 0.07 0.14 0.33
C 0.83 1.02 -0.05
N 2.21 0.76 -0.23
S 2.96 -0.73 -0.07
H -3.25 -0.91 -0.38
H -1.25 -1.35 -1.05
H -2.01 -1.52 0.84
H -1.48 1.01 -0.72
H 0.78 2.18 -0.04
H 2.52 1.40 0.58
H 1.95 -1.48 0.86
*
```

***

Entry 2:
# C5H10O2

A molecular structure, C5H10O2 (ωB97M-V/def2-TZVPD, OMol25).

Properties
gap between HOMO and LUMO = 0.2890 Eh
HOMO level = -7.001 eV
energy relative to the best compared isomer or geometry (same formula, charge and spin) = 658.5 kJ/mol
largest force on an atom = 0.65 eV/A

```
! RIJCOSX wB97M-V def2-TZVPD def2/J DEFGRID3
* xyz 0 1
C 2.06 0.02 1.45
C 0.72 -0.73 1.40
C -0.40 -0.02 0.68
O 0.13 0.24 -0.81
C -1.41 -0.31 -1.05
C -1.73 0.50 -2.30
O -1.23 1.57 -2.58
H 2.83 -0.57 1.95
H 2.41 0.24 0.44
H 1.96 0.97 1.99
H 0.87 -1.73 0.99
H 0.34 -0.88 2.42
H -0.52 1.00 1.06
H 0.14 1.18 -1.07
H -2.34 -0.20 -0.47
H -1.26 -1.36 -1.25
H -2.58 0.09 -2.88
*
```

***

Entry 3:
# C46H123N13O15

11 unconnected molecules or ions with the total composition C46H123N13O15 at a distorted geometry (ωB97M-V/def2-TZVPD, OMol25).

Properties
SMILES = COC[C@H](C)N.COC[C@H](C)N.COC[C@H](C)N.COC[C@H](C)N.COC[C@H](C)N.COCCNCCOC.COCCNCCOC.COCCNCCOC.COCCNCCOC.NC(N)=O.NC(N)=O
gap between HOMO and LUMO = 0.3090 Eh
HOMO level = -8.280 eV
energy relative to the best compared isomer or geometry (same formula, charge and spin) = 153.2 kJ/mol
largest force on an atom = 1.98 eV/A

```
! RIJCOSX wB97M-V def2-TZVPD def2/J DEFGRID3
* xyz 0 1
C 4.41 -0.89 -3.94
O 4.07 -2.20 -3.66
C 3.49 -2.42 -2.40
C 3.31 -3.91 -2.18
C 2.71 -4.20 -0.82
N 4.54 -4.70 -2.26
H 3.51 -0.25 -4.05
H 4.97 -0.79 -4.87
H 5.04 -0.43 -3.17
H 4.10 -1.99 -1.59
H 2.49 -1.96 -2.37
H 2.58 -4.22 -2.93
H 1.79 -3.67 -0.57
H 3.42 -3.98 -0.01
H 2.36 -5.21 -0.61
H 5.02 -4.61 -1.37
H 5.20 -4.30 -2.92
C -3.35 0.69 -2.73
O -2.89 1.79 -3.47
C -2.75 3.00 -2.77
C -1.72 3.01 -1.67
C -1.58 4.43 -1.13
N -0.37 2.59 -2.02
H -2.83 0.48 -1.80
H -3.23 -0.22 -3.33
H -4.42 0.78 -2.51
H -2.56 3.78 -3.51
H -3.72 3.25 -2.30
H -2.07 2.50 -0.76
H -1.21 5.09 -1.92
H -0.91 4.50 -0.28
H -2.54 4.84 -0.77
H 0.14 2.18 -1.20
H -0.31 1.84 -2.70
C -0.69 -1.41 4.13
O 0.44 -2.05 3.65
C 0.23 -3.41 3.27
C 1.54 -3.89 2.66
C 1.52 -5.34 2.22
N 2.71 -3.66 3.52
H -0.39 -0.46 4.58
H -1.20 -2.03 4.89
H -1.47 -1.27 3.36
H -0.01 -3.93 4.20
H -0.59 -3.42 2.54
H 1.73 -3.23 1.81
H 2.50 -5.71 1.92
H 0.89 -5.57 1.35
H 1.26 -5.97 3.07
H 2.79 -2.66 3.72
H 2.57 -4.12 4.42
C -0.63 -2.65 -1.13
O 0.45 -1.77 -1.06
C 0.17 -0.58 -0.38
C 1.45 0.17 -0.05
C 2.30 -0.52 1.01
N 1.15 1.57 0.25
H -1.50 -2.21 -1.64
H -0.99 -3.13 -0.20
H -0.33 -3.49 -1.77
H -0.54 0.00 -1.00
H -0.42 -0.67 0.55
H 1.98 0.15 -1.02
H 1.73 -0.66 1.94
H 3.10 0.11 1.39
H 2.59 -1.52 0.71
H 0.63 1.55 1.14
H 1.98 2.07 0.55
C -7.15 -4.95 4.08
O -6.01 -4.29 3.57
C -4.99 -5.19 3.19
C -3.68 -4.45 2.91
C -3.77 -3.74 1.58
N -2.57 -5.41 2.91
H -7.31 -5.92 3.59
H -8.00 -4.29 3.93
H -7.07 -5.14 5.15
H -4.83 -5.90 4.01
H -5.29 -5.80 2.32
H -3.48 -3.71 3.68
H -2.86 -3.21 1.29
H -4.64 -3.08 1.53
H -3.92 -4.43 0.74
H -2.58 -6.19 2.27
H -2.57 -5.77 3.86
C 8.65 3.42 2.34
O 7.41 3.41 3.00
C 6.33 3.52 2.09
C 5.06 3.21 2.87
N 3.82 3.51 2.15
C 3.62 4.87 1.59
C 2.29 4.80 0.89
O 1.20 4.74 1.82
C 1.14 5.69 2.85
H 8.74 4.36 1.77
H 8.67 2.62 1.59
H 9.50 3.39 3.02
H 6.55 2.86 1.24
H 6.35 4.54 1.68
H 5.21 3.89 3.73
H 4.99 2.18 3.22
H 3.10 3.47 2.87
H 4.40 5.04 0.84
H 3.65 5.66 2.35
H 2.19 3.92 0.25
H 2.06 5.65 0.24
H 1.84 5.58 3.69
H 0.18 5.49 3.33
H 1.08 6.71 2.48
C -5.58 -2.20 -10.55
O -5.89 -3.02 -9.45
C -6.50 -2.28 -8.37
C -5.47 -2.25 -7.26
N -6.12 -1.89 -5.97
C -5.14 -1.40 -4.97
C -4.82 -2.46 -3.93
O -4.05 -3.54 -4.43
C -2.74 -3.18 -4.84
H -4.89 -1.38 -10.31
H -6.49 -1.82 -11.02
H -5.06 -2.75 -11.33
H -7.45 -2.75 -8.11
H -6.74 -1.28 -8.76
H -4.69 -1.50 -7.45
H -4.98 -3.22 -7.24
H -6.43 -2.76 -5.56
H -5.62 -0.57 -4.45
H -4.28 -0.89 -5.42
H -5.77 -2.92 -3.65
H -4.40 -2.13 -2.97
H -2.23 -2.71 -3.99
H -2.73 -2.51 -5.70
H -2.24 -4.11 -5.12
C 8.97 6.69 -1.84
O 9.12 5.32 -1.47
C 9.76 4.57 -2.46
C 10.07 3.18 -1.90
N 8.81 2.60 -1.30
C 8.29 1.49 -2.11
C 7.04 0.90 -1.48
O 5.97 1.80 -1.71
C 4.82 1.54 -0.93
H 8.24 6.75 -2.65
H 9.94 7.13 -2.04
H 8.48 7.15 -0.98
H 10.67 5.06 -2.82
H 9.13 4.35 -3.34
H 10.80 3.18 -1.09
H 10.45 2.45 -2.62
H 8.16 3.36 -1.45
H 9.05 0.71 -2.15
H 7.99 1.80 -3.13
H 7.24 0.75 -0.42
H 6.82 -0.02 -2.05
H 4.40 0.55 -1.11
H 4.10 2.27 -1.30
H 5.00 1.64 0.14
C -3.18 0.60 1.32
O -4.26 0.29 0.47
C -5.43 -0.02 1.22
C -6.64 0.27 0.34
N -7.93 -0.01 0.95
C -8.31 0.88 2.03
C -9.40 0.28 2.92
O -9.26 0.89 4.20
C -10.05 0.24 5.15
H -3.34 1.42 2.01
H -2.33 0.79 0.66
H -2.82 -0.27 1.89
H -5.46 0.65 2.09
H -5.36 -1.08 1.49
H -6.55 -0.39 -0.52
H -6.62 1.27 -0.07
H -8.11 -0.99 1.08
H -8.64 1.86 1.70
H -7.48 1.06 2.73
H -9.31 -0.81 3.00
H -10.38 0.61 2.57
H -9.72 -0.76 5.48
H -11.08 0.16 4.80
H -10.18 0.83 6.07
N -1.82 2.08 4.02
C -0.90 2.47 3.09
N -1.31 3.52 2.32
O 0.25 2.02 3.06
H -1.47 1.42 4.69
H -2.63 2.64 4.21
H -2.17 3.94 2.62
H -0.68 3.97 1.67
N 4.38 0.22 5.94
C 3.52 0.11 4.87
N 2.68 1.16 4.69
O 3.61 -0.86 4.12
H 5.12 -0.45 6.00
H 4.32 1.02 6.53
H 2.70 1.95 5.31
H 2.21 1.18 3.80
*
```

***

Entry 4:
# C16H21NO5S

A molecular structure, C16H21NO5S at a distorted geometry (ωB97M-V/def2-TZVPD, OMol25).

Properties
gap between HOMO and LUMO = 0.2673 Eh
HOMO level = -8.959 eV
energy relative to the best compared isomer or geometry (same formula, charge and spin) = 1661.9 kJ/mol
largest force on an atom = 15.73 eV/A

```
! RIJCOSX wB97M-V def2-TZVPD def2/J DEFGRID3
* xyz 0 1
C -0.68 1.55 -2.24
C -1.66 1.42 -1.10
H -2.44 2.01 -1.28
H -1.13 1.85 -0.25
O -2.19 0.20 -1.12
C -2.29 -0.10 0.33
O -2.12 0.67 1.38
C -2.74 -1.65 0.26
C -2.55 -2.21 1.68
C -1.30 -2.92 1.86
N -0.14 -2.28 1.02
S 1.43 -2.14 1.25
O 1.27 -2.26 2.60
O 2.12 -3.06 0.57
C 1.61 -0.49 0.72
C 0.98 0.68 1.64
C 1.02 1.91 1.14
C 1.93 2.22 0.06
C 2.64 0.94 -0.68
C 2.41 -0.16 -0.15
H 2.85 -1.04 -0.88
H 3.29 1.41 -1.41
C 2.19 3.55 -0.32
O 1.33 4.49 0.08
C 3.49 3.77 -1.44
H 4.19 3.40 -0.84
H 3.22 5.05 -1.40
H 3.27 3.42 -2.24
H 0.71 2.81 1.73
H 0.34 0.34 2.48
C -0.51 -2.60 -0.45
C -2.11 -2.52 -0.81
H -2.32 -2.18 -1.64
H -2.64 -3.46 -0.65
H -0.23 -3.44 -0.78
H 0.03 -1.84 -0.91
H -1.31 -4.06 1.50
H -0.85 -2.70 3.12
H -3.36 -2.92 2.01
H -2.53 -1.31 2.60
H -4.00 -1.50 0.28
H 0.29 1.09 -1.94
H -0.28 2.69 -2.50
H -1.26 1.33 -3.26
*
```

***

Entry 5:
# CH6NO

2 unconnected molecules or ions with the total composition CH6NO (ωB97M-V/def2-TZVPD, OMol25).

Properties
gap between HOMO and LUMO = 0.3996 Eh
HOMO level = -14.800 eV
energy relative to the best compared isomer or geometry (same formula, charge and spin) = 21.8 kJ/mol
largest force on an atom = 0.86 eV/A

```
! RIJCOSX wB97M-V def2-TZVPD def2/J DEFGRID3
* xyz 1 1
N 0.97 1.11 0.85
H 1.00 1.00 -0.18
H 0.98 2.10 1.08
H 1.76 0.63 1.27
H 0.06 0.71 1.09
O -0.61 -0.42 -0.66
C -1.20 -1.41 -1.02
H -0.67 -2.25 -1.50
H -2.29 -1.48 -0.93
*
```

***

Entry 6:
# C30H40Cl2N5OP3Ru

A molecular structure, C30H40Cl2N5OP3Ru at a distorted geometry (ωB97M-V/def2-TZVPD, OMol25).

Properties
gap between HOMO and LUMO (alpha / beta) = 0.2110 / 0.1972 Eh
HOMO level (alpha / beta) = -10.759 / -13.229 eV
largest force on an atom = 5.73 eV/A

```
! RIJCOSX wB97M-V def2-TZVPD def2/J DEFGRID3
* xyz 2 5
P 1.43 1.82 -6.22
C 3.10 1.73 -5.63
C 4.03 1.06 -6.47
H 3.66 0.36 -7.21
C 5.38 1.38 -6.38
H 6.10 0.95 -7.08
C 5.83 2.27 -5.38
H 6.87 2.58 -5.37
C 4.93 2.77 -4.42
H 5.31 3.38 -3.60
C 3.57 2.50 -4.53
H 2.86 2.87 -3.79
C 0.49 0.32 -6.01
C 1.14 -0.86 -5.61
H 2.13 -0.81 -5.13
C 0.58 -2.10 -5.90
H 1.10 -3.02 -5.61
C -0.61 -2.16 -6.63
H -0.99 -3.14 -6.95
C -1.29 -1.00 -7.01
H -2.21 -1.06 -7.60
C -0.76 0.25 -6.69
H -1.23 1.16 -7.07
C 0.53 3.31 -5.83
C 0.52 4.35 -6.80
H 1.20 4.28 -7.66
C -0.38 5.40 -6.66
H -0.43 6.18 -7.43
C -1.21 5.47 -5.55
H -1.92 6.29 -5.47
C -1.14 4.51 -4.53
H -1.76 4.61 -3.64
C -0.26 3.42 -4.66
H -0.15 2.69 -3.84
Ru 0.06 -0.09 0.12
C -1.87 -0.60 -0.46
C -2.21 -0.86 -1.74
H -2.59 -0.71 0.35
C -1.29 -0.30 -2.83
O -2.07 0.72 -3.50
H -1.54 1.29 -4.08
C -0.11 0.22 -2.18
H -1.00 -1.09 -3.56
C 0.69 0.81 -1.36
Cl -0.75 -1.26 2.13
Cl 1.95 0.71 1.37
P 1.20 -2.02 -0.17
C 2.20 -2.58 1.25
H 1.52 -2.78 2.09
H 2.86 -1.75 1.53
H 2.79 -3.48 1.01
C 0.13 -3.43 -0.66
H -0.33 -3.22 -1.63
H -0.66 -3.53 0.09
H 0.71 -4.36 -0.72
C 2.41 -1.95 -1.54
H 2.96 -1.01 -1.46
H 1.90 -1.99 -2.51
H 3.12 -2.79 -1.46
P -3.78 -1.69 -2.16
C -4.29 -2.70 -0.78
C -3.47 -2.68 -3.62
H -4.38 -2.11 0.14
H -3.55 -3.50 -0.60
H -5.26 -3.16 -1.02
H -3.09 -2.05 -4.43
H -4.41 -3.15 -3.92
H -2.72 -3.45 -3.39
C -4.95 -0.40 -2.55
H -5.27 0.11 -1.63
H -5.82 -0.85 -3.05
H -4.46 0.33 -3.20
H 1.51 1.50 -1.46
N -3.84 3.16 1.97
N -2.68 2.79 1.31
N -1.65 3.66 1.19
C -0.71 2.86 0.64
N -1.15 1.61 0.50
N -2.43 1.55 0.91
H -4.31 2.34 2.34
H -3.64 3.87 2.66
H 0.30 3.18 0.42
*
```